Version A
A molecular structure, C8H11NO, computed with ωB97M-V with the def2-TZVPD basis set.

Each line ends with the Mulliken charge.
Positions of all 21 atoms, in Å:
C -0.990 -0.398 -1.080  -0.02
C -2.103 -1.156 -0.657  -0.26
C -3.115 -0.657 0.085  -0.21
C -3.171 0.677 0.439  -0.52
C -2.071 1.398 0.057  -0.26
C -0.919 0.863 -0.604  -1.17
C 2.400 0.246 -0.068  0.57
C 3.924 -0.401 0.061  -0.86
H -0.383 -1.064 -1.802  0.26
H -1.925 -2.327 -0.743  0.19
H -3.695 -1.477 0.500  0.31
H -4.112 1.026 0.952  0.33
H -2.111 2.440 0.395  0.34
H -0.074 1.414 -0.647  0.99
H 0.484 0.367 0.781  0.25
H 1.671 -0.045 1.908  0.40
H 4.001 -1.266 -0.597  0.29
H 4.037 -0.933 1.185  0.23
H 4.531 0.514 0.082  0.32
N 1.469 -0.440 0.657  -0.59
O 2.151 1.219 -0.904  -0.58

The HOMO energy comes out at -0.3417 Eh. As for the charge: 0. For the HOMO-LUMO gap, the calculation gives 9.433 eV.


Version B
A molecular structure, C8H11NO, computed with ωB97M-V with the def2-TZVPD basis set.

Each line ends with the Mulliken charge.
Positions of all 21 atoms, in Å:
C -1.070 -1.483 -3.057  -1.00
C -0.927 -0.425 -1.940  -0.13
C 0.364 -0.026 -0.116  0.29
C 1.400 0.836 -0.248  -0.62
C 1.660 1.765 0.890  -0.42
C 0.947 1.632 2.066  -0.37
C -0.007 0.806 2.097  -0.40
C -0.388 -0.230 1.159  0.40
H -1.624 -2.615 -2.361  0.17
H -0.116 -1.821 -3.339  0.34
H -1.724 -0.925 -3.821  0.32
H -2.107 -0.253 -1.336  0.27
H -0.209 0.522 -2.370  0.28
H 2.023 0.877 -0.958  0.76
H 2.282 2.604 1.033  0.35
H 1.283 2.319 2.973  0.24
H -0.704 0.478 2.960  0.04
H -1.275 -1.708 0.650  0.11
H -1.452 -1.383 2.229  0.29
N -1.347 -1.096 1.183  -0.49
O 0.146 -0.958 -1.130  -0.43

The HOMO energy comes out at -0.2791 Eh. As for the charge: 0. For the HOMO-LUMO gap, the calculation gives 8.497 eV.


Which of them is the most stable? Correct choice: version A.


Version A
2 unconnected molecules or ions with the total composition C3H10NO2, computed with ωB97M-V with the def2-TZVPD basis set.

Each line ends with the Mulliken charge.
Positions of all 16 atoms, in Å:
O 0.057 2.473 0.329  -0.45
C 0.926 1.725 0.802  0.24
C 1.185 0.306 0.399  -0.58
N -0.217 -0.284 0.002  -0.17
C -0.402 -1.413 0.998  -0.80
H 1.742 2.017 1.619  0.25
H 1.826 -0.177 1.296  0.38
H 1.814 0.072 -0.421  0.40
H -0.550 -0.651 -0.877  0.40
H -0.899 0.412 -0.018  0.33
H -0.021 -2.296 0.571  0.38
H 0.351 -1.163 1.848  0.29
H -1.336 -1.612 1.529  0.33
H -0.919 0.364 -3.177  0.32
H -2.261 0.166 -2.574  0.31
O -1.297 0.061 -2.326  -0.64

The HOMO energy comes out at -0.5459 Eh. As for the charge: +1. For the HOMO-LUMO gap, the calculation gives 10.803 eV.


Version B
2 unconnected molecules or ions with the total composition C3H10NO2, computed with ωB97M-V with the def2-TZVPD basis set.

Each line ends with the Mulliken charge.
Positions of all 16 atoms, in Å:
O -1.833 1.482 0.637  -0.42
C -0.855 1.963 0.155  0.14
C 0.235 1.120 -0.493  -0.60
N 0.271 -0.192 0.190  -0.13
C 1.589 -0.483 0.861  -0.86
H -0.630 3.032 0.145  0.35
H 1.165 1.654 -0.451  0.39
H 0.106 0.919 -1.562  0.35
H 0.030 -1.048 -0.353  0.40
H -0.529 -0.233 0.845  0.36
H 2.222 -1.016 0.153  0.35
H 2.084 0.457 1.054  0.37
H 1.525 -0.994 1.816  0.34
H -1.990 -1.934 -1.692  0.31
H -1.903 -2.744 -0.435  0.29
O -1.486 -1.984 -0.868  -0.63

The HOMO energy comes out at -0.5472 Eh. As for the charge: +1. For the HOMO-LUMO gap, the calculation gives 11.322 eV.


Which of them is the most stable? Correct choice: version B.